Formula: C48H60HfN2O3P2Se
Source: the Open Molecules 2025 dataset
Level of theory: the ωB97M-V functional and the def2-TZVPD basis

Output
frontier orbital gap: 7.58 eV
multiplicity: 1
charge: +2

Each line ends with the Mulliken charge.
Positions of all 117 atoms, in Å:
Hf1 0.43628 0.38650 0.02992  0.417
O1 -1.67285 0.79864 -0.33634  -0.624
C1 -1.90661 -0.38040 0.08216  0.750
O2 -0.94530 -1.22554 -0.05491  -0.752
C2 -3.04011 -0.71993 0.95257  0.123
C3 -4.35772 -0.64656 0.52875  -0.347
C4 -5.36304 -1.00953 1.41293  -0.841
C5 -5.03780 -1.41309 2.70046  -0.772
C6 -3.71480 -1.44265 3.12302  0.137
C7 -2.68709 -1.09394 2.25345  -1.205
P1 -0.91962 -1.04713 2.75882  2.131
C8 -1.01743 -0.62569 4.52657  0.666
C9 -1.91734 0.35453 4.94935  -0.301
C10 -1.95020 0.76019 6.27354  -0.729
C11 -1.07700 0.19902 7.19528  -0.708
C12 -0.17740 -0.77256 6.78445  -0.682
C13 -0.14637 -1.18407 5.45904  -0.815
C14 -0.42380 -2.79863 2.65457  0.967
C15 -1.30303 -3.77916 2.19941  -0.829
C16 -0.89623 -5.10190 2.09880  -0.896
C17 0.39251 -5.46638 2.45541  -0.662
C18 1.27974 -4.49714 2.90242  -1.016
C19 0.87874 -3.17380 2.99123  -0.270
H1 -4.59200 -0.33419 -0.48038  0.602
H2 -6.39644 -0.97869 1.09634  0.462
H3 -5.82312 -1.70213 3.38599  0.499
H4 -3.48771 -1.73705 4.13960  0.596
H5 -2.60741 0.80759 4.24640  0.523
H6 -2.66378 1.51143 6.58555  0.450
H7 -1.10535 0.50812 8.23146  0.424
H8 0.49556 -1.22624 7.49976  0.468
H9 0.54358 -1.96592 5.17362  0.388
H10 -2.31561 -3.52341 1.91808  0.364
H11 -1.59548 -5.84835 1.74657  0.462
H12 0.70634 -6.49945 2.38946  0.435
H13 2.28714 -4.77411 3.18561  0.458
H14 1.59519 -2.43405 3.32155  0.279
C20 0.67440 4.72686 3.32985  -1.772
C21 1.07918 3.36305 2.75597  0.931
C22 0.58084 2.27326 3.69429  -1.027
P2 0.60638 3.05861 0.99645  -0.015
C23 1.84974 3.97493 -0.02494  2.833
C24 3.07645 3.11073 -0.31229  -0.570
C25 2.29632 5.33969 0.50368  -1.767
C26 -1.04601 3.77042 0.59397  1.604
C27 -1.12675 5.28116 0.38156  -1.505
C28 -2.10201 3.28554 1.59456  -1.753
H15 1.08656 4.80585 4.33712  0.513
H16 -0.40785 4.81112 3.41957  0.284
H17 1.03665 5.57497 2.76104  0.315
H18 2.17470 3.31283 2.71295  0.689
H19 -0.50549 2.28786 3.75830  0.110
H20 0.96729 2.44529 4.70046  0.693
H21 0.88819 1.27651 3.38689  -0.225
H22 1.33807 4.13241 -0.97710  -1.755
H23 3.58380 2.78879 0.60031  0.567
H24 3.79307 3.67395 -0.91238  0.514
H25 2.77146 2.23299 -0.88597  -1.356
H26 2.90868 5.23606 1.40056  0.383
H27 1.47459 6.01623 0.71993  0.355
H28 2.91694 5.81238 -0.25958  0.495
H29 -1.27364 3.29436 -0.36746  -0.177
H30 -0.87006 5.84229 1.27928  0.236
H31 -2.15258 5.54170 0.11586  0.503
H32 -0.48442 5.61699 -0.43298  0.212
H33 -2.04197 3.83348 2.53488  0.258
H34 -2.01996 2.21991 1.81988  0.288
H35 -3.09603 3.45387 1.17908  0.547
C29 5.26926 -1.85432 2.47100  -0.892
N1 5.21799 -1.01184 1.28329  0.147
C30 4.18780 -0.27471 0.84292  -0.033
Se1 2.53906 -0.18495 1.74055  -0.400
N2 4.57737 0.35731 -0.27252  1.088
C31 5.89282 0.02397 -0.57984  0.604
C32 6.72947 0.40597 -1.62001  -0.700
C33 8.00131 -0.13246 -1.60418  -0.667
C34 8.41814 -1.01395 -0.59471  -0.625
C35 7.58044 -1.39159 0.43649  -0.686
C36 6.30171 -0.84816 0.41710  0.433
H36 4.30654 -1.83371 2.97058  0.197
H37 6.03678 -1.47817 3.14477  0.357
H38 5.50360 -2.87513 2.17457  0.365
H39 3.99629 1.00847 -0.77627  -0.350
H40 6.40769 1.08496 -2.39771  0.505
H41 8.69633 0.13147 -2.38896  0.432
H42 9.42462 -1.40714 -0.62785  0.421
H43 7.90942 -2.07061 1.21045  0.501
C37 -0.86149 3.44200 -3.71896  -1.709
C38 0.54572 3.36464 -3.11862  2.465
C39 1.29365 4.68443 -3.30027  -1.664
C40 1.28164 2.18127 -3.70671  0.285
C41 1.77979 2.22829 -5.00874  -0.288
C42 2.31819 1.10755 -5.61289  -1.382
C43 2.30639 -0.10880 -4.94492  -1.226
C44 1.81809 -0.21613 -3.64765  0.391
C45 1.59320 -1.59850 -3.06086  0.643
C46 2.21049 -1.87046 -1.69688  -1.879
C47 0.09914 -1.93935 -3.10077  -1.375
C48 1.38059 0.96525 -3.04053  0.796
O3 1.00640 0.91362 -1.70740  0.925
H44 -1.40767 4.29337 -3.30859  0.459
H45 -1.43164 2.53478 -3.51165  0.315
H46 -0.81500 3.56630 -4.80204  0.420
H47 0.42006 3.17815 -2.04927  -1.595
H48 1.29870 4.99891 -4.34449  0.484
H49 2.33418 4.61539 -2.97538  0.397
H50 0.80682 5.48186 -2.73505  0.342
H51 1.72895 3.15782 -5.56109  0.448
H52 2.70877 1.16845 -6.61952  0.444
H53 2.65181 -1.00351 -5.44894  0.470
H54 2.09469 -2.28936 -3.74345  0.630
H55 1.70930 -1.36321 -0.84783  0.121
H56 3.25462 -1.57220 -1.64972  0.284
H57 2.14205 -2.92606 -1.43029  0.594
H58 -0.50079 -1.18127 -2.59284  0.079
H59 -0.10080 -2.90009 -2.62407  0.436
H60 -0.25076 -1.98683 -4.13130  0.433

---

Formula: C5H4ClNO2
Source: the Open Molecules 2025 dataset
Level of theory: the ωB97M-V functional and the def2-TZVPD basis

Output
frontier orbital gap: 7.64 eV
multiplicity: 1

Each line ends with the natural charge from an NBO analysis.
Positions of all 13 atoms, in Å:
C1 1.73464 0.59168 -0.38020  -0.031
C2 0.49342 0.96816 -0.02979  -0.250
C3 2.69137 1.68477 -0.86097  0.558
C4 0.25423 2.32119 0.08524  0.848
C5 -0.55290 -0.08629 0.36421  -0.611
N1 2.26978 2.79623 -0.24854  -0.618
O1 3.57555 1.48967 -1.66461  -0.582
O2 -0.54657 3.12219 0.36544  -0.396
Cl1 2.87822 4.37072 -0.47231  0.155
H1 1.95181 -0.47506 -0.42791  0.230
H2 -1.62131 0.39015 0.52173  0.236
H3 -0.31066 -0.38734 1.35362  0.232
H4 -0.42837 -0.81421 -0.35602  0.231

---

Formula: C2H3FO2S
Source: the Open Molecules 2025 dataset
Level of theory: the ωB97M-V functional and the def2-TZVPD basis

Output
frontier orbital gap: 9.60 eV
multiplicity: 1

Each line ends with the natural charge from an NBO analysis.
Positions of all 9 atoms, in Å:
C1 0.07148 0.17835 -0.42616  -0.259
C2 0.07485 -0.43829 0.74920  -0.456
O1 0.67620 -2.97152 -0.21302  -0.792
O2 0.09303 -2.74705 2.17655  -0.799
F1 -2.25009 -2.50777 0.39553  -0.634
S1 -0.00151 -2.28431 0.85184  2.210
H1 0.22262 1.22508 -0.55491  0.223
H2 -0.17373 -0.17626 -1.37914  0.231
H3 0.25974 0.15616 1.69364  0.277

---

Formula: C2H10NO
Source: the Open Molecules 2025 dataset
Level of theory: the ωB97M-V functional and the def2-TZVPD basis

Output
frontier orbital gap: 10.79 eV
multiplicity: 1
charge: +1

Each line ends with the natural charge from an NBO analysis.
Positions of all 14 atoms, in Å:
C1 1.35512 1.11103 -0.91998  -0.436
N1 -0.10403 1.22188 -1.26062  -0.693
H1 -0.63410 0.69513 -0.53449  0.478
H2 -0.58803 2.11509 -1.27393  0.447
H3 -0.16821 0.80220 -2.20142  0.444
H4 1.63240 0.12145 -0.48921  0.254
H5 1.52246 1.78841 -0.06460  0.245
H6 1.91879 1.31703 -1.88335  0.246
C2 -0.74194 -1.53121 1.73778  -0.271
O1 -1.22041 -1.07916 0.50274  -0.764
H7 -1.23999 -1.83318 -0.11276  0.488
H8 -1.13071 -2.46196 2.15703  0.207
H9 0.40688 -1.49006 1.72539  0.163
H10 -1.00822 -0.77666 2.61742  0.194

---

Formula: C3H5NO
Source: the Open Molecules 2025 dataset
Level of theory: the ωB97M-V functional and the def2-TZVPD basis

Output
frontier orbital gap: 8.80 eV
multiplicity: 1

Each line ends with the natural charge from an NBO analysis.
Positions of all 10 atoms, in Å:
C1 -0.28675 -0.32310 -0.75632  0.170
C2 0.84331 1.92784 -0.64793  -0.272
C3 -0.66323 -1.39415 0.17457  -0.193
N1 0.36775 0.74487 -0.74915  -0.303
O1 -0.08186 -1.56222 1.46338  -0.710
H1 0.13555 2.79369 -0.39452  0.192
H2 1.88841 2.20273 -0.84467  0.202
H3 -0.79575 -2.45317 -0.24295  0.226
H4 -1.73613 -1.24734 0.28379  0.217
H5 0.32870 -0.68916 1.71380  0.471

---

Formula: C32H41Ge2N2O3STi
Source: the Open Molecules 2025 dataset
Level of theory: the ωB97M-V functional and the def2-TZVPD basis

Output
frontier orbital gap (alpha / beta): 6.88 / 6.91 eV
multiplicity: 2
charge: +2

Each line ends with the Mulliken spin population.
Positions of all 82 atoms, in Å:
Ti1 -0.87823 0.71048 0.48478  0.889
C1 4.17871 5.05778 -4.10142  0.000
C2 3.57719 4.45514 -2.86887  0.000
C3 2.38202 3.73271 -2.93695  0.004
C4 1.82261 3.17149 -1.80565  0.027
C5 2.47843 3.33121 -0.58953  -0.007
C6 3.66055 4.05436 -0.48321  -0.002
C7 4.20203 4.60561 -1.62985  0.000
S1 1.82848 2.62869 0.87294  0.031
O1 2.32051 3.27675 2.03030  -0.003
O2 2.32347 1.14456 0.87531  0.011
N1 0.25431 2.46001 0.73661  -0.037
C8 -0.52875 3.64616 0.62770  0.007
C9 -0.04911 4.93471 0.58988  0.005
C10 -0.92936 6.02514 0.46771  0.000
C11 -2.27696 5.83031 0.39859  0.000
C12 -2.80342 4.52166 0.44703  0.004
C13 -4.18690 4.25103 0.42210  0.003
C14 -4.62293 2.95388 0.48939  -0.003
C15 -3.69000 1.92231 0.55501  0.002
N2 -2.37257 2.11813 0.57532  0.042
C16 -1.92299 3.42376 0.54678  0.027
H1 3.40974 5.36669 -4.80739  0.000
H2 4.81943 4.33040 -4.60460  0.000
H3 4.79639 5.91911 -3.85470  0.000
H4 1.87930 3.62697 -3.88994  0.000
H5 0.87538 2.64786 -1.86034  0.013
H6 4.13167 4.18014 0.48287  0.000
H7 5.12242 5.17065 -1.56068  0.000
H8 1.01194 5.12348 0.67509  0.000
H9 -0.52425 7.02718 0.44492  0.000
H10 -2.95819 6.66725 0.32128  0.000
H11 -4.89061 5.07149 0.35761  0.000
H12 -5.67516 2.70948 0.48433  0.000
H13 -4.03592 0.90027 0.59098  -0.003
C17 -2.35732 -0.51786 3.47565  0.049
C18 -3.37755 -1.09402 2.48567  -0.028
Ge1 -2.47962 -1.22802 0.69543  -0.052
C19 -3.61020 -1.11203 -0.97070  -0.014
C20 -2.75208 -0.55525 -2.11411  0.019
C21 -1.88281 -3.08859 0.63655  -0.004
C22 -0.66224 -3.58831 0.43893  0.002
Ge2 0.91498 -2.39833 0.21891  0.010
C23 2.04523 -2.46546 -1.41826  0.000
C24 2.65592 -3.82236 -1.77320  0.000
C25 1.76758 -1.78709 1.89635  0.026
C26 2.24934 -2.97572 2.73631  0.003
C27 -0.29923 -5.02214 0.43509  -0.001
C28 -1.25913 -6.02677 0.28858  -0.001
C29 -0.89046 -7.35959 0.31748  0.000
C30 0.43994 -7.72304 0.48964  0.000
C31 1.40398 -6.73915 0.63647  0.000
C32 1.02907 -5.40699 0.60802  0.000
H14 -2.76148 -0.46114 4.48689  0.003
H15 -2.04754 0.49845 3.19679  0.001
H16 -1.46264 -1.14583 3.51914  -0.006
H17 -4.28398 -0.48744 2.47141  -0.001
H18 -3.67704 -2.09094 2.80977  -0.001
H19 -4.50215 -0.50045 -0.83278  -0.001
H20 -3.95223 -2.11404 -1.22858  -0.001
H21 -2.45562 0.48693 -1.92623  0.005
H22 -3.28522 -0.57117 -3.06530  0.002
H23 -1.84735 -1.15766 -2.24566  -0.002
H24 -2.69422 -3.79456 0.81203  -0.003
H25 2.82854 -1.71869 -1.26651  0.000
H26 1.40728 -2.12831 -2.24040  0.000
H27 3.35459 -4.16510 -1.01078  0.000
H28 3.20958 -3.73024 -2.70754  0.000
H29 1.89288 -4.58632 -1.90997  0.000
H30 1.03801 -1.19369 2.45442  0.000
H31 2.60817 -1.14243 1.64217  0.006
H32 1.43873 -3.65973 2.98746  0.000
H33 2.67966 -2.60872 3.66729  0.000
H34 3.02755 -3.53761 2.21872  0.000
H35 -2.30012 -5.77571 0.13651  0.000
H36 -1.64792 -8.12300 0.20080  0.000
H37 0.72050 -8.76702 0.50778  0.000
H38 2.44132 -7.01331 0.77678  0.000
H39 1.79358 -4.64405 0.74993  -0.001
O3 0.38766 -0.29552 -0.48741  -0.046
H40 0.52541 -0.27120 -1.44477  0.015
H41 1.89940 0.61239 0.16184  0.010

---

It is found that the energy values, taken in the order of the records, are -145096.344; -23353.993; -19766.279; -5766.226; -6726.125; -189939.647 eV.